86
Properties=species:S:1:pos:R:3:forces:R:3 method="wB97M-V/def2-TZVPD" gap_ev=4.78 homo_ev=-8.567 largest_force_ha_per_bohr=0.0341 e_above_lowest_kj_mol=281.68
Al -0.33728 -0.02459 0.06491 -0.924 -0.689 -0.097
C -2.93665 -2.68679 4.14070 0.205 -0.233 -0.115
C -2.18378 -1.56323 3.42421 -0.166 -0.256 0.237
C -2.89449 -0.24368 3.68032 0.709 0.740 -0.264
C -0.71952 -1.47584 3.83694 -0.155 0.247 -0.049
C -0.42544 -1.44125 5.19128 0.008 0.068 0.029
C 0.87397 -1.27639 5.64155 -0.004 -0.014 0.003
C 1.89614 -1.17789 4.72122 0.005 0.034 -0.013
C 1.64682 -1.24797 3.35238 0.004 0.016 0.038
C 2.81690 -1.20770 2.39994 -0.017 0.005 -0.058
C 3.41597 0.19813 2.33794 0.047 -0.002 -0.020
C 3.87845 -2.25091 2.75159 0.014 -0.018 0.000
C 0.33004 -1.35366 2.90260 -0.167 -0.109 0.063
N 0.00270 -1.44185 1.49878 0.261 0.124 -0.077
C -0.47012 -2.67934 1.21694 0.003 -0.204 -0.190
O -0.47174 -3.67724 1.92588 0.049 0.030 -0.022
C -1.14959 -2.74863 -0.12093 0.056 0.004 -0.012
C -1.88517 -3.81590 -0.59761 0.066 0.016 0.021
C -2.53483 -3.66010 -1.81600 -0.013 -0.019 -0.053
C -2.43756 -2.46593 -2.52133 0.011 -0.037 -0.025
C -1.66910 -1.45937 -1.97246 0.042 -0.053 -0.070
N -1.05366 -1.62696 -0.81649 0.020 0.072 0.283
C -1.39945 -0.12049 -2.58631 -0.277 -0.009 0.036
O -1.89009 0.13058 -3.67678 -0.100 0.101 -0.029
N -0.57610 0.65486 -1.83772 -0.154 0.530 0.175
C -0.09140 1.75940 -2.65288 0.314 -0.061 -0.229
C -0.56788 3.08049 -2.58790 0.049 -0.310 -0.105
C -0.05059 4.04187 -3.45537 0.123 0.002 0.000
C 0.90511 3.73376 -4.39628 -0.042 0.065 -0.035
C 1.31973 2.42311 -4.50887 0.117 -0.105 -0.010
C 0.82787 1.42586 -3.67821 0.126 0.012 0.056
C 1.26929 0.00473 -4.00672 -0.101 -0.025 -0.132
C 0.64531 -0.46774 -5.32754 0.039 0.003 -0.007
C 2.79323 -0.12277 -4.12019 0.099 0.102 -0.085
C -1.72586 3.54126 -1.73869 -0.102 0.042 0.117
C -1.36827 4.81754 -0.96223 0.035 0.034 0.568
C -2.95549 3.80301 -2.61645 -0.034 -0.231 -0.120
H -3.95279 -2.76976 3.75162 -0.008 0.023 0.005
H -3.00321 -2.51843 5.21639 -0.014 0.044 -0.009
H -2.42500 -3.63541 3.97606 -0.027 -0.034 0.012
H -2.23851 -1.75858 2.35571 -0.086 0.062 0.040
H -2.79287 0.11430 4.70475 -0.211 -0.254 0.150
H -3.92861 -0.21357 3.34152 -0.049 -0.138 0.101
H -2.36700 0.51270 3.07497 -0.145 0.146 -0.054
H -1.22693 -1.53724 5.91381 -0.001 0.023 -0.014
H 1.08480 -1.23808 6.70253 0.000 0.005 0.003
H 2.91505 -1.05450 5.06781 0.008 -0.030 -0.001
H 2.41039 -1.46636 1.42471 0.021 0.020 -0.055
H 3.77683 0.49932 3.32415 0.009 -0.003 -0.001
H 2.67550 0.93237 2.01670 0.008 -0.011 -0.011
H 4.26156 0.24215 1.64579 -0.025 -0.012 -0.004
H 4.34245 -2.04432 3.71735 -0.005 -0.004 0.002
H 4.68314 -2.25459 2.01069 -0.007 0.025 -0.010
H 3.44545 -3.25112 2.79115 -0.010 -0.001 0.008
H -1.94365 -4.72004 -0.00932 0.004 -0.001 0.001
H -3.12562 -4.47368 -2.21689 -0.007 0.005 0.002
H -2.93108 -2.29845 -3.46741 0.002 0.002 0.003
H -0.42920 5.05606 -3.39771 0.010 -0.055 -0.020
H 1.29323 4.49415 -5.06165 0.001 0.009 0.006
H 2.02950 2.15807 -5.28229 0.007 -0.001 -0.010
H 0.92279 -0.65997 -3.21397 0.033 0.031 -0.182
H 0.95598 0.18522 -6.14632 0.002 -0.019 -0.006
H -0.43908 -0.46299 -5.27766 -0.031 0.026 -0.028
H 0.98359 -1.48058 -5.56056 0.013 -0.006 0.005
H 3.15014 0.30969 -5.05646 -0.013 -0.029 -0.024
H 3.08096 -1.17691 -4.12672 0.005 -0.038 -0.028
H 3.31954 0.37742 -3.30691 -0.013 0.004 -0.183
H -2.00335 2.73265 -1.06469 0.040 -0.033 0.226
H -2.18548 5.53849 -0.93435 0.007 0.050 -0.248
H -0.45576 5.29444 -1.31273 -0.174 0.114 -0.225
H -1.16157 4.63034 0.08508 0.083 -0.302 0.449
H -2.76332 4.59693 -3.34060 0.018 0.016 0.030
H -3.80612 4.09906 -1.99938 0.013 0.004 0.006
H -3.22474 2.90210 -3.16918 -0.011 0.002 -0.035
Br 2.14861 -3.61910 -0.98788 -0.048 -0.016 -0.002
C 3.28206 -2.07920 -1.03112 0.084 -0.052 0.075
Br 2.33026 -0.40667 -1.03579 0.014 0.285 0.574
H 3.85198 -2.08723 -1.95139 0.017 -0.026 -0.001
H 3.91589 -2.09342 -0.15454 0.010 -0.017 0.018
F -1.41844 3.30374 3.58690 -0.034 -0.402 0.072
Te -0.70530 2.29760 2.19019 1.691 -0.139 0.435
F 0.58706 3.62267 2.25339 -0.662 0.321 -0.592
F -2.43074 2.62195 1.60906 0.446 0.392 -0.598
F 0.20726 1.44127 3.54373 -0.711 -0.298 -0.084
F -1.87204 0.45154 0.81373 0.218 -0.012 0.169
O 0.34893 1.50761 0.89752 -0.618 0.455 0.227